No. 1
DFT (wB97M-V/def2-TZVPD) results for a single C7H11NO molecule.

Cartesian coordinates (Å):
C: 0.4324 -0.4949 -2.7619
C: 0.3477 -1.3699 1.9856
C: -0.0824 0.1632 -1.5279
C: -0.5313 -0.3518 1.3202
C: 0.2091 0.9582 0.8225
C: 0.6790 0.3996 -0.4344
C: 0.3761 2.0305 1.5604
O: -1.4225 0.4320 -1.4910
N: -1.7835 -0.4520 1.4164
H: -1.8659 0.0084 -2.2310
H: -2.3100 0.2917 0.9622
H: 1.7383 0.2064 -0.5012
H: 1.5245 -0.5950 -2.7177
H: -0.0244 -1.4752 -2.8926
H: 0.1986 0.1004 -3.6451
H: 0.9968 -0.8895 2.7237
H: -0.2657 -2.1225 2.4818
H: 0.9792 -1.8526 1.2333
H: -0.1095 2.1313 2.5252
H: 0.9137 2.8818 1.1716

Summary:
**Energy relative to the best compared isomer or geometry (same formula, charge and spin)**: 225.2 kJ/mol
**SMILES**: [H]/N=C(/C)C(=C)/C=C(/C)O
**HOMO-LUMO gap**: 9.01 eV
**Total energy**: -10972.94213 eV

=====

No. 2
DFT (wB97M-V/def2-TZVPD) results for 5 unconnected molecules or ions with the total composition C21H28BCl8NO3S.

Cartesian coordinates (Å):
C: -4.0314 -2.8562 5.2838
C: -4.9038 -1.9382 4.3051
B: -3.9768 -1.1361 3.2366
O: -3.3391 -1.8707 2.2347
C: -3.8606 0.4626 3.3827
C: -5.0320 1.3635 3.3694
C: -4.8531 2.7953 3.4742
C: -3.5288 3.4120 3.6202
C: -2.3488 2.5522 3.6268
C: -2.5531 1.0923 3.5022
S: -1.0033 0.1140 3.4940
C: 0.0697 1.2035 2.4878
C: 0.9934 0.6791 1.4992
C: 1.7707 1.6600 0.7356
O: 2.6653 1.2507 -0.2728
C: 1.9125 1.3403 -1.5173
C: 2.8246 1.8518 -2.7032
C: 4.0345 0.8496 -2.8989
O: 3.2934 3.1796 -2.4408
C: 1.6111 3.0770 0.9963
C: 0.6773 3.6172 1.9985
C: -0.1023 2.6427 2.7553
N: -1.0279 3.1000 3.7657
H: -4.2228 -2.6073 6.3551
H: -2.9488 -2.6463 5.0625
H: -4.2375 -3.9350 5.0835
H: -5.3972 -1.1539 4.9426
H: -5.6399 -2.5633 3.7315
H: -3.5207 -2.8174 2.3866
H: -6.0233 0.8580 3.2525
H: -5.7748 3.4241 3.4385
H: -3.4120 4.5128 3.7265
H: 1.0897 -0.4229 1.3400
H: 1.0852 2.1013 -1.4402
H: 1.4517 0.3454 -1.8046
H: 2.2565 1.8520 -3.6800
H: 4.3034 0.7491 -3.9892
H: 3.7511 -0.1514 -2.4825
H: 4.9640 1.2026 -2.3786
H: 3.1348 3.7453 -3.2181
H: 2.2106 3.8290 0.4273
H: 0.5536 4.7143 2.1641
H: -1.0278 4.1168 3.8193
C: 1.0556 -2.7286 -2.5916
Cl: 0.9855 -1.4601 -3.8215
Cl: 0.4864 -2.1352 -1.0248
H: 0.4254 -3.5596 -2.9061
H: 2.0847 -3.0642 -2.4883
C: -0.4358 -6.2528 -1.8770
Cl: -0.1425 -5.6008 -3.4939
Cl: -1.1501 -5.0344 -0.8148
H: -1.1162 -7.0959 -1.9563
H: 0.5100 -6.5800 -1.4522
C: 3.2427 -6.9306 -5.6414
Cl: 2.8248 -6.5408 -3.9683
Cl: 3.0302 -5.5309 -6.6985
H: 4.2811 -7.2474 -5.6804
H: 2.5975 -7.7338 -5.9866
C: 4.0251 6.8350 -4.0626
Cl: 2.6749 7.6780 -3.2979
Cl: 3.5234 5.2653 -4.7058
H: 4.4035 7.4431 -4.8794
H: 4.8066 6.6780 -3.3243

Summary:
**SMILES**: CCB(O)c1cccc2c1Sc1cc(OC[C@H](C)O)ccc1N2.ClCCl.ClCCl.ClCCl.ClCCl
**HOMO-LUMO gap**: 7.86 eV
**Total energy**: -141553.47191 eV

=====

No. 3
DFT (wB97M-V/def2-TZVPD) results for 11 unconnected molecules or ions with the total composition C33H33ClF11O31.

Cartesian coordinates (Å):
O: 5.4969 -2.6326 4.0322
C: 5.5995 -1.4834 3.3243
F: 4.6684 -1.1865 2.1980
C: 6.8464 -0.4853 3.7706
C: 8.0251 -0.4536 2.6063
Cl: 8.2858 -2.1160 1.8294
H: 7.2856 -0.7902 4.8187
H: 6.4284 0.6249 3.8243
H: 7.5646 0.2397 1.7575
C: 2.8248 1.4769 0.0079
C: 3.8845 1.6423 1.0430
O: 3.5574 2.8685 1.6564
C: 2.2046 2.9766 1.5338
O: 1.5196 3.7572 2.1735
O: 1.7073 2.0972 0.6114
F: 5.1031 1.7643 0.4704
H: 3.0636 1.9916 -0.9289
H: 2.6186 0.4260 -0.2120
H: 3.9042 0.8475 1.7962
C: 2.4081 6.1824 -2.0239
C: 3.0898 4.9347 -1.5765
O: 4.3917 5.0642 -2.1011
C: 4.6205 6.4064 -2.1544
O: 5.7240 6.9077 -2.2920
O: 3.4626 7.1237 -2.0271
F: 2.5136 3.8448 -2.1313
H: 1.9927 6.0994 -3.0338
H: 1.6112 6.4888 -1.3409
H: 3.1412 4.8166 -0.4888
C: -1.1362 2.9058 -5.5097
C: -0.0492 3.8945 -5.2597
O: 0.3361 3.6314 -3.9296
C: 0.0788 2.3067 -3.7414
O: 0.5270 1.6468 -2.8186
O: -0.7373 1.8049 -4.7180
F: -0.5234 5.1589 -5.3236
H: -2.1163 3.2593 -5.1721
H: -1.2086 2.6248 -6.5638
H: 0.8164 3.7869 -5.9220
C: -1.3649 -1.3218 -3.2373
C: -1.7522 -2.6239 -3.8507
O: -3.1544 -2.6507 -3.7093
C: -3.5377 -1.3433 -3.7279
O: -4.6850 -0.9689 -3.9048
O: -2.4775 -0.5012 -3.5318
F: -1.2338 -3.6590 -3.1525
H: -1.2387 -1.3860 -2.1514
H: -0.4496 -0.9125 -3.6733
H: -1.4871 -2.7179 -4.9092
C: -3.3645 6.4491 -2.3526
C: -2.6828 5.2013 -1.9052
O: -1.3809 5.3309 -2.4298
C: -1.1521 6.6731 -2.4832
O: -0.0486 7.1743 -2.6208
O: -2.3100 7.3903 -2.3558
F: -3.2590 4.1115 -2.4600
H: -3.7799 6.3660 -3.3626
H: -4.1614 6.7554 -1.6697
H: -2.6314 5.0832 -0.8176
C: -6.4314 -2.6681 -1.5716
C: -5.8847 -3.4719 -0.4417
O: -7.0383 -3.9717 0.1957
C: -7.9720 -4.0751 -0.7913
O: -9.0027 -4.7200 -0.6934
O: -7.6089 -3.3739 -1.9083
F: -5.2217 -2.6839 0.4343
H: -6.6926 -1.6461 -1.2770
H: -5.7445 -2.6236 -2.4210
H: -5.2452 -4.3052 -0.7518
C: 11.1882 -4.4513 4.5805
C: 12.5244 -3.8100 4.7390
O: 12.3578 -2.5474 4.1350
C: 11.0392 -2.2464 4.3007
O: 10.5691 -1.1298 4.1591
O: 10.3080 -3.3476 4.6529
F: 13.4699 -4.4894 4.0519
H: 11.0689 -4.9477 3.6116
H: 10.9770 -5.1739 5.3733
H: 12.8399 -3.6815 5.7799
C: -9.6414 -5.7805 2.5308
C: -8.5544 -4.7917 2.7807
O: -8.1690 -5.0548 4.1108
C: -8.4263 -6.3796 4.2990
O: -7.9782 -7.0395 5.2218
O: -9.2424 -6.8814 3.3224
F: -9.0285 -3.5273 2.7169
H: -10.6214 -5.4270 2.8683
H: -9.7138 -6.0614 1.4766
H: -7.6887 -4.8994 2.1184
C: -7.5059 -8.5563 -2.1556
C: -7.5219 -7.9459 -3.5153
O: -6.7245 -6.7928 -3.3683
C: -5.8358 -7.0997 -2.3820
O: -4.8164 -6.4683 -2.1586
O: -6.2223 -8.2071 -1.6778
F: -8.7717 -7.5588 -3.8555
H: -8.2676 -8.1330 -1.4922
H: -7.6311 -9.6420 -2.1856
H: -7.1031 -8.5856 -4.2994
C: 3.6640 5.7424 4.0632
C: 3.9527 5.4071 5.4865
O: 4.0380 6.6678 6.1113
C: 3.2196 7.4796 5.3847
O: 2.8167 8.5652 5.7681
O: 2.8984 6.9252 4.1760
F: 5.1508 4.7919 5.6036
H: 4.5703 5.9505 3.4847
H: 3.0978 4.9557 3.5572
H: 3.1761 4.8071 5.9728

Summary:
**Charge**: -1
**HOMO-LUMO gap**: 3.71 eV
**Total energy**: -140641.04365 eV

=====

No. 4
DFT (wB97M-V/def2-TZVPD) results for a molecular structure, C20H26Cu2F3N4O3.

Cartesian coordinates (Å):
Cu: 12.7396 14.0169 -4.8257
Cu: 9.2816 15.9112 -2.1587
O: 11.3111 17.4391 -4.8376
H: 10.9083 17.8182 -5.6429
N: 8.7700 21.7463 -5.2596
C: 7.7455 21.9655 -6.1593
C: 6.7635 22.8281 -5.5729
C: 7.3914 23.2950 -4.3703
C: 8.6019 22.6261 -4.2442
H: 9.5121 21.0652 -5.1853
H: 7.5861 21.3107 -7.0032
H: 5.7647 23.0830 -5.8952
H: 6.9364 24.0013 -3.6917
H: 9.2742 22.6467 -3.3992
N: 15.8348 20.0821 -4.3533
C: 15.8710 21.4874 -4.3118
C: 17.1483 21.9039 -4.4884
C: 17.8630 20.7446 -4.7700
C: 17.1015 19.6281 -4.6106
H: 15.0216 19.4912 -4.4520
H: 14.9894 22.0819 -4.1224
H: 17.4568 22.9371 -4.4268
H: 18.9105 20.6880 -5.0265
H: 17.3477 18.5864 -4.7543
N: 9.8955 17.7525 1.9968
C: 10.0882 16.4244 2.1747
C: 11.1888 15.9627 1.4024
C: 11.6948 17.0495 0.7492
C: 10.9130 18.1411 1.1440
H: 9.1774 18.2791 2.4734
H: 9.4130 15.9387 2.8636
H: 11.5443 14.9525 1.2626
H: 12.5672 17.0111 0.1137
H: 10.8718 19.1654 0.8039
N: 15.5491 12.8948 -8.6870
C: 15.1092 14.1464 -8.5835
C: 13.7546 14.1995 -8.8989
C: 13.4003 12.9321 -9.3968
C: 14.5588 12.1207 -9.1707
H: 16.4878 12.5906 -8.4718
H: 15.7904 14.8745 -8.1684
H: 13.0701 15.0349 -8.8983
H: 12.4353 12.6133 -9.7623
H: 14.6913 11.0854 -9.4483
C: 13.6515 19.8945 -11.9284
C: 13.9082 20.4567 -10.5400
O: 14.7295 21.6159 -10.5716
C: 16.1126 21.5006 -10.6587
O: 16.7006 20.4194 -10.8127
C: 16.9393 22.8102 -10.4851
F: 17.3463 23.1853 -11.6785
F: 16.1573 23.7773 -9.9314
F: 17.9787 22.5735 -9.6613
H: 13.3781 18.8393 -11.9310
H: 14.4664 20.0463 -12.6361
H: 12.7696 20.4339 -12.2739
H: 14.4766 19.7589 -9.9251
H: 13.0297 20.6389 -9.9211

Summary:
**Energy relative to the best compared isomer or geometry (same formula, charge and spin)**: 700.8 kJ/mol
**Charge**: +1
**HOMO-LUMO gap**: 3.18 eV
**Total energy**: -130679.91254 eV

=====

No. 5
DFT (wB97M-V/def2-TZVPD) results for a single C4H5NO molecule.

Cartesian coordinates (Å):
O: 2.3763 -1.0736 -0.5718
C: 1.9634 -0.4186 0.3692
N: 0.6608 -0.1055 0.5721
C: -0.3653 -0.5076 -0.3816
C: -1.4706 0.4554 -0.3666
C: -2.3660 1.2590 -0.3113
H: 2.6225 0.0161 1.1442
H: 0.3881 0.4811 1.3480
H: 0.0983 -0.5601 -1.3753
H: -0.7433 -1.5155 -0.1540
H: -3.1643 1.9692 -0.2730

Summary:
**Energy relative to the best compared isomer or geometry (same formula, charge and spin)**: 165.4 kJ/mol
**SMILES**: C#CCNC=O
**HOMO-LUMO gap**: 10.82 eV
**Total energy**: -7764.81178 eV

=====

No. 6
DFT (wB97M-V/def2-TZVPD) results for a gas-phase ion, C5H12NO (charge -1).

Cartesian coordinates (Å):
C: 0.0146 0.5089 -2.4917
O: 0.7068 1.4344 -3.0868
C: 0.8848 -0.1059 -1.2864
C: 0.1529 -0.9127 -0.2412
C: -0.9190 -0.2427 0.6479
C: -0.2530 0.7544 1.6261
N: 0.2817 0.0259 2.7452
H: -1.1417 0.7686 -1.9094
H: -0.3783 -0.3720 -3.0514
H: 1.7677 -0.5964 -1.7525
H: 1.4696 0.7753 -0.9304
H: -0.3907 -1.7558 -0.6886
H: 0.9490 -1.3745 0.3982
H: -1.4872 -0.9781 1.3024
H: -1.6409 0.2984 0.0058
H: 0.5298 1.2945 1.0693
H: -0.9629 1.5835 1.9876
H: 0.9185 -0.7062 2.4419
H: -0.5017 -0.3997 3.2142

Summary:
**Energy relative to the best compared isomer or geometry (same formula, charge and spin)**: 122.2 kJ/mol
**Charge**: -1
**SMILES**: NCCCCC[O-]
**HOMO-LUMO gap**: 6.28 eV
**Total energy**: -8915.79690 eV

=====

| no. | strongest force on any atom (hartree/bohr) |
| --- | --- |
| 1 | 0.079 |
| 2 | 0.062 |
| 3 | 0.177 |
| 4 | 0.079 |
| 5 | 0.013 |
| 6 | 0.053 |